Entry 1:
A cluster of 2 separate species, C19H28N6O2 in total at a distorted geometry. Source: OMol25; level of theory: the ωB97M-V functional and the def2-TZVPD basis.

Kohn-Sham gap: 8.0 eV
Multiplicity: 1
HOMO: -7.712 eV
SMILES: CN(C)c1nc(N2CCCC2)nc2ccccc12.CNC(=O)CNC(C)=O
Charge: 0

```
55
Properties=species:S:1:pos:R:3:forces:R:3:mulliken_charge:R:1
H 4.3504 0.4653 4.3731 -0.29 -0.11 0.01 0.27
C -2.0050 -1.7352 -5.6906 0.21 0.30 0.11 -1.03
C -0.5046 0.1590 -0.3792 -0.03 -0.30 0.43 -1.09
H 0.5241 0.1491 -0.7549 0.08 0.03 -0.14 0.36
H 3.4498 -0.5356 5.5424 -0.02 0.15 -0.07 0.34
C 5.0843 -1.5753 4.5713 0.25 -0.03 -0.01 -0.60
H -3.7122 2.6086 -4.7171 0.04 0.01 -0.08 0.25
H -2.8736 0.3322 -4.0344 -0.09 -0.02 0.08 0.36
C 1.8680 -0.4165 3.2393 1.09 0.29 1.95 0.05
H -2.6179 4.1589 -6.7810 -0.09 -0.02 -0.08 0.27
H 5.5506 -1.6806 5.5554 0.01 0.07 -0.19 0.35
H -4.3641 3.9278 -6.5181 0.12 -0.15 0.12 0.34
O -1.3175 1.5615 -6.4429 -0.51 0.05 0.57 -0.63
H -0.7664 -2.7601 1.3988 0.06 0.27 -0.11 0.33
C 4.4036 -2.8622 4.1121 0.14 -0.19 0.10 -0.62
C 3.3516 -2.4036 3.1069 0.23 0.16 -0.13 -0.40
C -0.5813 -2.1750 0.4919 0.56 0.53 -0.03 -0.95
H 3.9146 -3.3485 4.9622 0.07 0.01 -0.08 0.30
H 3.7470 -2.4282 2.0858 -0.14 -0.07 0.03 0.24
C -0.8029 -1.2797 -4.8861 0.29 -1.84 -0.80 0.69
H -2.4317 0.9291 1.7610 0.18 -0.04 0.13 0.47
H -1.7917 -2.7153 -6.1139 0.06 0.12 0.16 0.30
H 5.1129 -3.5659 3.6663 -0.15 0.01 0.13 0.34
C -2.2650 2.2145 3.4823 0.02 -0.90 -1.17 -0.72
C -1.9365 0.8564 -4.2192 0.50 -0.56 -0.22 -0.96
N 1.4543 0.5330 4.0664 1.69 -0.59 0.33 -0.55
H -2.1823 -1.0321 -6.5016 -0.18 0.10 -0.02 0.28
C -1.7995 1.2446 2.5870 -0.78 1.00 0.72 -0.42
C 0.2619 1.0658 3.8450 0.06 0.34 0.16 -0.28
C -0.2042 2.0392 4.7294 -1.59 1.37 0.58 -0.20
N -3.1151 2.5502 -5.5266 -0.99 0.48 0.41 -0.17
C -3.4114 3.4176 -6.6655 0.39 -0.26 0.00 -0.84
H 2.4607 -3.0396 3.1564 0.03 0.28 -0.14 0.29
H -3.4585 2.8201 -7.5789 0.01 0.10 0.09 0.27
O 0.1797 -1.9992 -4.8046 0.15 0.08 0.02 -0.67
N -0.6320 -0.7301 0.7877 -1.35 -0.26 -0.52 0.20
H 0.3996 -2.4546 0.0926 -0.03 -0.17 0.00 0.36
N 3.0803 -1.0213 3.5137 -0.76 0.44 -0.23 0.13
H -1.7784 1.5458 -3.3904 0.04 -0.07 0.10 0.47
C -1.4659 2.6183 4.5559 1.49 -0.58 0.32 -0.50
C 3.9673 -0.5404 4.5765 -0.22 -0.30 0.03 -0.65
H -0.7680 1.1889 -0.1187 0.05 -0.17 0.10 0.33
N -0.8310 -0.1107 -4.2481 -1.06 2.14 0.72 -0.04
N 1.1984 -0.8480 2.1848 -1.03 -0.57 -1.14 -0.43
H -3.2497 2.6517 3.3441 0.12 -0.09 -0.02 0.40
H -1.3455 -2.4418 -0.2443 0.05 0.26 0.09 0.30
H -1.1732 -0.1685 -1.1818 0.06 -0.08 0.18 0.35
H -1.8218 3.3735 5.2514 0.08 -0.12 -0.08 0.37
C -0.5254 0.6727 2.7689 -1.29 0.78 -0.19 0.80
C 0.0222 -0.2987 1.9424 1.40 -1.33 -1.09 0.04
H 5.8522 -1.2838 3.8478 -0.01 -0.03 0.10 0.30
H 0.0379 0.1479 -3.8088 0.00 -0.01 -0.05 0.23
H 0.4326 2.3329 5.5560 -0.02 -0.06 -0.08 0.47
C -2.0932 1.6874 -5.5006 1.37 -0.48 -1.06 0.59
H -2.8781 -1.8012 -5.0472 -0.25 0.03 -0.03 0.30
```
Positions in Å, forces in eV/Å.



Entry 2:
A cluster of 2 separate species, C19H28NO3 in total at a distorted geometry. Source: OMol25; level of theory: the ωB97M-V functional and the def2-TZVPD basis.

Kohn-Sham gap (alpha / beta): 9.0 / 9.3 eV
Multiplicity: 2
HOMO (alpha / beta): -8.376 / -8.876 eV
Charge: 0
<S²>: 0.7539

```
51
Properties=species:S:1:pos:R:3:forces:R:3:mulliken_charge:R:1
H 0.6600 -2.8696 -1.4739 -0.03 -0.12 0.18 0.71
O 4.4566 -0.6723 -2.0335 -0.04 -0.02 -0.74 -0.65
C -1.8433 -1.6875 -1.3489 -0.34 0.11 0.06 -0.29
H -4.9681 1.4193 3.5559 0.00 0.02 0.00 0.27
H -2.1553 3.7044 4.9925 0.01 0.17 -0.13 0.31
O -2.9928 1.3968 2.9655 0.00 0.00 0.18 -0.25
H -3.4320 1.2485 0.5413 0.07 0.15 0.12 0.38
H -3.6845 4.0016 4.1289 0.05 0.06 -0.02 0.26
H 0.6905 -1.7592 -2.8287 -0.02 -0.11 -0.16 0.48
H -3.9868 0.1063 4.2323 0.06 -0.03 -0.13 0.31
C 2.5724 0.5712 -1.6022 -0.07 1.37 -0.55 1.78
C -3.9918 1.1619 3.9726 -0.07 -0.04 0.13 -0.45
H 2.4146 2.6125 -2.2882 -0.11 0.15 -0.01 0.38
N 3.1804 -0.6672 -2.1694 0.07 0.06 2.07 0.58
H -3.8427 -2.4318 -1.5651 -0.04 -0.07 -0.05 0.38
C 1.0311 -1.9033 -1.8014 0.13 0.64 -0.01 -2.20
C 2.5592 -1.9615 -1.7826 -0.18 -1.29 -0.61 1.64
H 4.1277 -2.5272 -0.3816 0.18 0.27 0.03 0.45
H 4.0595 1.9872 -2.2800 0.14 0.02 -0.15 0.41
C -3.2272 -1.6357 -1.1720 0.18 0.20 0.18 -0.77
C -1.6093 0.3714 -0.1605 -0.13 -0.26 -0.09 -0.50
H 0.6178 1.4348 -1.2364 0.14 0.18 0.18 0.62
H 4.1166 1.1382 -0.1886 0.26 -0.30 0.04 0.48
H 0.7395 0.4801 -2.6985 -0.06 0.19 -0.12 0.30
H 2.5461 1.8148 0.1049 -0.09 0.10 0.07 0.39
C -3.6030 2.0629 5.1380 0.02 0.13 0.02 -0.50
C 3.0608 0.9011 -0.1902 -0.33 0.14 -0.02 -1.64
C -2.9545 3.2447 4.4188 -0.03 -0.42 0.24 -0.49
H -1.4362 -2.5314 -1.8822 0.11 -0.07 -0.08 0.37
H -0.9884 1.1516 0.2565 -0.03 0.13 0.10 0.49
H 2.6197 -2.0129 0.4291 0.08 0.22 0.09 0.32
H -2.8617 1.5608 5.7610 -0.01 -0.02 0.00 0.27
H 2.4843 -3.9339 -2.6957 -0.07 -0.13 0.03 0.37
H 0.8901 -0.7760 0.0269 0.07 -0.10 0.15 0.33
O -1.5977 3.0511 2.4010 0.04 -0.13 -0.05 -0.56
C -3.8113 -0.5788 -0.4814 0.58 -0.33 -0.28 -0.68
C 3.0248 1.7403 -2.4983 0.17 -0.36 0.25 -1.83
C 1.0486 0.5315 -1.6509 -0.08 -1.07 -0.36 -1.79
C 3.0463 -2.5065 -0.4377 -0.14 -0.14 0.00 -1.81
H 2.7215 -3.5442 -0.3883 -0.09 -0.12 0.04 0.45
C -2.9859 0.4224 0.0153 -0.06 0.01 -0.14 -0.73
H -4.4465 2.3320 5.7704 -0.04 -0.01 -0.06 0.32
H -4.8794 -0.5561 -0.3377 -0.14 0.11 0.03 0.41
H 2.8171 0.1540 0.5563 0.14 -0.19 0.06 0.26
H 2.9366 1.4692 -3.5448 -0.07 0.04 -0.19 0.45
C -2.4049 2.6013 3.1597 0.00 0.28 -0.07 0.50
C 2.9880 -2.9856 -2.8468 0.22 0.66 -0.01 -1.86
C -1.0104 -0.6901 -0.8459 -0.38 -0.07 -0.05 -0.26
H 4.0643 -3.1201 -2.7993 0.11 -0.14 -0.03 0.44
H 2.7458 -2.5840 -3.8277 -0.08 -0.12 -0.19 0.44
C 0.4937 -0.7364 -0.9883 -0.13 0.25 0.08 1.69
```
Positions in Å, forces in eV/Å.



Entry 3:
A structure of composition C19H29AsCl2F6HfNSi2 at a distorted geometry. Source: OMol25; level of theory: the ωB97M-V functional and the def2-TZVPD basis.

Kohn-Sham gap (alpha / beta): 7.9 / 4.7 eV
ΔE to the lowest compared entry with this formula, charge and spin: 17.5 kcal per mole
Multiplicity: 2
HOMO (alpha / beta): -14.877 / -14.873 eV
Charge: +2
<S²>: 0.7694

```
61
Properties=species:S:1:pos:R:3:forces:R:3:mulliken_charge:R:1
H 4.1597 -0.6172 0.7503 -0.01 0.01 -0.02 0.36
H -2.3785 -1.8232 0.7614 -0.06 -0.05 0.04 0.22
H 1.6645 -2.3409 -2.3544 0.00 0.01 0.01 0.37
C 2.6303 1.3673 -1.1279 -0.10 -0.23 0.02 -0.87
C 0.7539 -0.3910 0.5740 -1.21 0.15 -0.90 2.95
H -0.3177 -2.1137 -1.3513 -0.06 0.07 0.11 1.08
C 1.7950 -1.2588 -2.4297 -0.07 -0.03 0.28 -1.10
H 2.1533 -3.0119 2.2619 0.02 0.03 -0.04 0.37
H -2.0412 -3.1637 1.8444 -0.01 0.04 0.03 0.56
H -1.1789 -3.4388 -3.2108 -0.03 0.00 -0.01 0.51
H -1.5364 -3.2658 0.1755 -0.01 -0.01 0.05 0.35
C -3.4433 2.4291 1.8664 0.11 0.30 0.05 -0.42
H -3.7386 0.5350 -1.6291 0.10 0.09 0.02 0.39
H 2.2800 3.6970 3.5901 -0.01 0.01 -0.01 0.49
As -0.9313 3.2499 -2.5760 -0.21 -0.57 1.06 2.07
C 2.2586 0.5081 2.4541 0.05 0.05 0.00 -0.77
C -3.6526 -1.0991 -2.9676 -0.13 0.60 0.39 -0.70
H -4.3836 2.8157 1.4899 0.00 -0.10 -0.11 0.45
C 0.9624 2.8879 2.1258 -0.16 0.24 -0.01 -0.22
F -1.8934 2.9270 -3.9060 0.11 0.03 -0.08 -0.40
H 0.9410 -0.8359 -2.9628 0.03 0.04 -0.02 0.29
H 0.8225 -4.1482 2.0923 0.04 -0.01 0.00 0.41
H 2.8965 1.9248 -0.2283 -0.03 -0.01 0.01 0.29
Si 0.0151 -1.8641 1.6293 0.37 -0.07 -0.18 0.19
H -3.3375 -2.8310 -4.2470 -0.10 0.01 0.06 0.48
F -0.3054 1.4874 -2.5701 -0.31 0.20 0.77 -0.65
H -1.4100 -0.6885 3.3227 0.00 0.00 -0.07 0.25
N 0.5655 1.8212 1.4072 0.04 -0.56 -0.11 0.51
H 3.4396 1.5044 3.9371 -0.01 0.01 0.00 0.53
F -1.5728 4.7328 -2.1301 0.05 -0.03 -0.19 -0.40
Cl -3.2237 0.7502 1.3100 0.27 -0.39 -0.20 0.06
H 3.5152 1.3721 -1.7700 -0.01 -0.09 -0.02 0.53
C -1.2239 -1.7880 -1.8399 -0.23 -0.56 -0.39 -0.86
C -3.1453 -0.3107 -1.9453 -0.39 -0.60 -0.12 -0.75
H 1.6176 -3.5118 0.6524 -0.03 0.01 -0.02 0.37
C -1.7211 -2.5633 -2.8795 0.25 0.04 -0.17 -1.11
F -2.2315 2.4053 -1.5024 0.55 -0.01 -0.48 -0.53
C 2.6381 1.5961 3.2155 -0.03 -0.06 -0.08 -0.70
F -0.0421 3.1824 -0.9442 -0.50 -0.58 -0.46 -0.52
C -0.4318 -1.1759 3.3309 0.15 -0.13 -0.14 -0.89
Cl -2.1011 3.3540 1.1938 -0.20 0.34 0.20 0.04
C 1.9909 2.8181 3.0328 -0.04 0.00 -0.04 -1.22
Hf -0.7792 1.0295 -0.2933 1.31 2.20 0.58 0.06
C 1.2242 0.6487 1.5312 0.26 0.16 0.14 -1.85
C -1.8864 -0.5890 -1.4075 -0.40 -0.04 -0.15 1.47
C -1.6298 -2.5782 1.0178 0.25 0.01 -0.11 -0.97
Si 2.1881 -0.4386 -0.7792 0.49 -0.19 0.49 0.33
H 2.7462 -0.4516 2.5579 0.01 0.02 0.01 0.60
F 0.4553 3.7624 -3.3530 -0.06 -0.02 -0.01 -0.38
H 0.4365 3.8171 1.9519 0.01 -0.01 0.03 0.45
H 0.2865 -0.4739 3.7468 0.02 -0.02 0.04 0.31
C 3.7176 -1.2379 -0.0292 -0.20 0.02 -0.23 -1.23
C -2.9286 -2.2231 -3.4493 0.31 -0.39 -0.08 -0.50
H 1.8745 1.9293 -1.6734 0.02 0.09 -0.02 0.24
H -0.5048 -2.0074 4.0367 -0.04 -0.04 -0.05 0.40
H -3.4066 2.4483 2.9497 0.07 -0.08 0.00 0.41
H 4.4700 -1.3463 -0.8149 0.00 0.02 0.00 0.45
C 1.2781 -3.2548 1.6573 -0.36 0.10 0.24 -1.20
H -4.6024 -0.8293 -3.4132 0.06 -0.05 -0.13 0.48
H 2.6724 -1.0990 -3.0617 0.01 0.04 0.01 0.54
H 3.5308 -2.2302 0.3802 0.00 0.02 -0.01 0.36
```
Positions in Å, forces in eV/Å.